No. 1
Below is a cluster of 4 separate species, C18H46Cl2N6O4P2 in total at a distorted geometry, with properties calculated with ωB97M-V/def2-TZVPD.

Geometry as XYZ:
```
78
Properties=species:S:1:pos:R:3:mulliken_charge:R:1
Cl -1.51918 -8.21383 -1.11041 -0.23
C -2.47087 -9.68122 -0.58290 2.06
C -2.03951 -10.98379 -1.28915 0.65
Cl -0.29464 -11.35060 -1.07227 -0.20
H -3.51619 -9.37255 -0.59360 0.71
H -2.20625 -9.61290 0.47229 -3.15
H -2.30212 -10.96918 -2.34694 0.56
H -2.52535 -11.83762 -0.81690 -0.82
O 0.20511 -12.49731 4.54496 -0.86
P -0.07857 -11.99117 3.14702 0.32
N 1.04876 -12.44029 1.93605 0.38
C 2.51227 -12.19503 2.04199 -1.07
C 0.84346 -13.85497 1.54583 -1.09
N -0.12485 -10.22867 3.07878 0.55
C -0.10321 -9.33521 1.86845 -0.65
C 0.54808 -9.48197 4.11991 -1.14
N -1.60604 -12.50169 2.52817 0.31
C -2.68929 -12.78277 3.45142 -1.21
C -2.02296 -12.03939 1.21597 -0.67
H 2.97776 -12.76753 1.23970 0.42
H 2.85027 -12.50971 3.02933 0.32
H 2.83573 -11.18736 1.78109 0.24
H 1.53600 -14.37921 0.88730 0.45
H -0.10489 -13.92309 1.01283 0.22
H 0.40512 -14.44633 2.34973 0.34
H 0.89244 -9.24138 1.43491 0.31
H -0.74267 -9.78831 1.11090 0.29
H -0.47857 -8.35965 2.17746 0.40
H 0.32632 -9.96861 5.06970 0.29
H 1.59341 -9.56540 3.82256 0.39
H 0.26869 -8.42845 4.13117 0.34
H -2.96070 -11.86670 3.97608 0.31
H -3.59821 -13.10079 2.94071 0.33
H -2.20894 -13.46212 4.15559 0.38
H -2.60787 -12.88874 0.86302 -0.64
H -1.15392 -11.83739 0.58982 0.11
H -2.70996 -11.19559 1.28022 1.15
O -3.69120 -11.47944 -2.50828 -0.70
P -4.87145 -12.31689 -2.80298 0.13
N -4.41725 -13.56836 -3.85566 0.04
C -5.36011 -14.70387 -4.16638 -0.99
C -3.01529 -14.01444 -3.84539 -1.02
N -6.30775 -11.53885 -3.48254 0.36
C -6.04015 -10.33430 -4.22341 -1.01
C -7.61532 -12.20143 -3.58689 -1.08
N -5.44031 -13.00134 -1.35243 0.46
C -4.67037 -14.05671 -0.63236 -0.84
C -6.50594 -12.31164 -0.52760 -1.11
H -5.90484 -14.47212 -5.08162 0.22
H -5.98732 -14.87424 -3.29135 0.32
H -4.68594 -15.52574 -4.40744 0.49
H -2.90883 -14.76602 -4.62762 0.60
H -2.70065 -14.47271 -2.90779 0.27
H -2.48236 -13.12478 -4.18093 0.23
H -5.24358 -9.72259 -3.79986 0.21
H -5.53883 -10.61259 -5.15042 0.30
H -6.98786 -9.80327 -4.31268 0.38
H -8.40564 -11.56053 -3.19607 0.39
H -7.90603 -12.35147 -4.62663 0.36
H -7.65306 -13.09677 -2.96638 0.32
H -4.35319 -14.78956 -1.37428 0.27
H -3.81626 -13.59032 -0.14137 -0.06
H -5.37928 -14.44760 0.09754 0.46
H -6.90992 -11.42532 -1.01680 0.33
H -6.17458 -12.03038 0.47200 0.27
H -7.19628 -13.13895 -0.36302 0.41
O -1.03277 -7.15970 2.69884 -0.63
C -2.23766 -7.48936 2.67206 0.42
O -3.09770 -6.93040 3.52957 -0.36
C -4.35674 -7.07158 2.97588 -0.60
C -4.31685 -8.48063 2.43553 -0.88
C -2.88570 -8.59819 1.80069 1.51
H -4.68772 -6.34024 2.23852 0.27
H -4.96819 -7.10014 3.87778 0.42
H -5.06117 -8.60696 1.64932 0.34
H -4.39241 -9.19945 3.25143 0.30
H -2.74192 -8.45274 0.73005 -0.10
H -2.54720 -9.62029 1.97047 -0.80
```

- HOMO level (eV) = -7.820
- orbital gap (eV) = 8.078
- energy relative to the best compared isomer or geometry (same formula, charge and spin) (kJ/mol) = 462.60
- SMILES = CN(C)P(=O)(N(C)C)N(C)C.CN(C)P(=O)(N(C)C)N(C)C.O=C1CCCO1.ClCCCl
- DFT total energy (eV) = -80160.7956
- F_max (eV/Å) = 5.01
- molecular weight (g mol⁻¹) = 543.46
- E_LUMO (eV) = 0.26

No. 2
Below is a cluster of 5 separate species, C18H46NO12S4 in total at a distorted geometry, with properties calculated with ωB97M-V/def2-TZVPD.

Geometry as XYZ:
```
81
Properties=species:S:1:pos:R:3:mulliken_charge:R:1
C 0.14138 2.11736 -2.05983 -1.10
C 0.01812 3.03262 -3.26524 -1.06
C -1.40426 3.45456 -3.62443 0.53
C -2.29914 2.26548 -4.07241 -0.84
C -3.50440 2.23611 -3.15272 -0.41
N -2.91765 2.87449 -1.91773 -0.09
C -2.15624 4.02520 -2.42958 -1.02
H -0.39074 1.18404 -2.20772 0.29
H 1.17882 1.90836 -1.85546 0.53
H -0.23430 2.59897 -1.15876 0.14
H 0.39698 2.48531 -4.12373 0.40
H 0.62533 3.92472 -3.16831 0.45
H -1.35791 4.18489 -4.41600 0.55
H -1.72152 1.35003 -4.05037 0.37
H -2.62228 2.36946 -5.09961 0.36
H -4.29951 2.84458 -3.53815 0.23
H -3.77615 1.22955 -2.87744 0.35
H -2.34662 2.14230 -1.48864 0.28
H -3.57840 3.13701 -1.18180 0.34
H -2.86323 4.79062 -2.73447 0.27
H -1.55980 4.49681 -1.66147 0.45
O 1.75601 0.42203 0.86591 -0.66
S 1.46681 1.45154 1.81884 1.32
O 1.61630 2.82743 1.44965 -0.64
O 2.24471 1.16418 3.15959 -0.28
C 3.68128 0.96117 3.08961 -0.10
C 4.43775 2.25834 2.88768 -1.10
C -0.15769 1.21408 2.46040 -0.81
H 3.91448 0.23616 2.31001 0.26
H 3.95846 0.51461 4.04038 0.15
H 4.23854 2.69217 1.90821 0.31
H 5.50822 2.07282 2.96653 0.39
H 4.14794 2.99251 3.63926 0.30
H -0.26841 0.17616 2.76092 0.32
H -0.85572 1.45742 1.66234 0.18
H -0.30108 1.88426 3.30341 0.34
O -5.62489 4.27761 -5.01531 -0.68
S -5.65062 5.70749 -5.18265 1.23
O -6.01216 6.54620 -4.08493 -0.63
O -6.52192 6.06022 -6.45050 -0.26
C -7.87791 5.54886 -6.51541 -0.32
C -8.83242 6.31200 -5.62027 -0.99
C -4.10403 6.24696 -5.83113 -0.91
H -7.87455 4.48260 -6.28629 0.31
H -8.16573 5.66033 -7.55774 0.27
H -8.60214 6.15983 -4.56662 0.29
H -9.85262 5.97383 -5.79753 0.39
H -8.77426 7.38116 -5.82104 0.27
H -3.83918 5.62199 -6.67966 0.32
H -3.36830 6.14679 -5.03556 0.27
H -4.19581 7.28876 -6.12471 0.39
O 3.90623 -2.35599 5.79556 -0.68
S 5.25038 -2.45731 5.31374 1.42
O 5.73175 -1.51811 4.34375 -0.60
O 5.50578 -3.93242 4.79235 -0.34
C 4.58182 -4.48852 3.82654 -0.31
C 4.79147 -3.92913 2.43346 -0.80
C 6.36776 -2.50526 6.67158 -1.07
H 3.55894 -4.34250 4.16750 0.40
H 4.77358 -5.55798 3.83434 0.22
H 4.53424 -2.87147 2.38476 0.07
H 4.16139 -4.46638 1.72465 0.38
H 5.83417 -4.02888 2.13120 0.30
H 6.01206 -3.23656 7.39138 0.33
H 6.37850 -1.51020 7.11050 0.38
H 7.35544 -2.76461 6.30086 0.33
O 2.03433 -6.24145 3.44880 -0.52
S 1.02720 -7.25992 3.48440 1.13
O 1.04122 -8.24470 4.51734 -0.61
O 0.98357 -7.97829 2.06584 -0.30
C 2.22216 -8.50740 1.54437 -0.15
C 2.63707 -9.79964 2.21895 -1.02
C -0.56837 -6.52233 3.41096 -0.99
H 3.00209 -7.74770 1.61917 0.17
H 2.03007 -8.67867 0.48737 0.28
H 2.89975 -9.63814 3.26328 0.30
H 3.50436 -10.22041 1.71043 0.40
H 1.82382 -10.52417 2.19071 0.27
H -0.58264 -5.79440 2.60487 0.30
H -0.73625 -6.03663 4.36954 0.37
H -1.30498 -7.30446 3.25032 0.36
```

- HOMO level (eV) = -12.033
- orbital gap (eV) = 9.156
- DFT total energy (eV) = -88805.8254
- F_max (eV/Å) = 1.25
- molecular weight (g mol⁻¹) = 596.83
- E_LUMO (eV) = -2.88
- net charge = +1

No. 3
Below is a structure of composition C18H47NO4Si2Ti at a distorted geometry, with properties calculated with ωB97M-V/def2-TZVPD.

Geometry as XYZ:
```
73
Properties=species:S:1:pos:R:3:lowdin_spin:R:1
O 1.77382 0.01285 -0.77932 0.02
O -1.91849 1.25720 -3.48496 0.00
C 2.01392 1.54047 -0.70079 0.02
C 3.45212 1.85049 -0.42827 0.00
H 1.36187 1.97369 0.06122 0.01
H 1.63919 1.97623 -1.64871 0.00
H 3.79023 1.57954 0.58251 0.00
H 3.64213 2.92375 -0.50587 0.00
H 4.03446 1.41385 -1.24156 0.00
C 1.82191 -0.49278 -2.22485 0.00
C 1.56368 0.52151 -3.34049 0.00
H 1.12580 -1.35177 -2.31936 0.00
H 2.81384 -0.92031 -2.37330 0.00
H 0.59594 1.04434 -3.26800 0.00
H 1.54328 0.04798 -4.34836 0.00
H 2.37567 1.27381 -3.32928 0.00
C -2.54481 0.03773 -3.12466 0.00
C -2.46967 2.47968 -3.01929 0.00
C -1.90533 -0.98580 -4.04430 0.00
H -3.64501 0.02987 -3.29037 0.00
H -2.36164 -0.22792 -2.06699 0.00
H -2.01226 -0.64632 -5.08477 0.00
H -2.40212 -1.95358 -3.94833 0.00
H -0.83022 -1.05275 -3.83500 0.00
C -2.41983 3.44999 -4.19141 0.00
H -1.79095 2.86552 -2.23663 0.00
H -3.51361 2.45433 -2.63996 0.00
H -1.37784 3.50081 -4.55396 0.00
H -2.80758 4.44018 -3.89895 0.00
H -3.01972 3.02558 -5.01213 0.00
H -0.44607 1.43764 2.20827 0.00
Ti 1.37336 -0.64411 1.13869 0.90
C -1.08439 1.07729 1.40333 0.01
Si -2.77144 1.67179 2.00336 0.00
H -0.85667 1.59309 0.41408 0.00
H -1.05749 -0.06795 1.40649 0.00
C -2.75922 3.57116 1.80987 0.00
C -2.45980 1.05857 3.75086 0.00
C -4.08182 0.75134 1.01114 0.00
C 3.08891 -1.46925 1.35286 -0.02
Si 2.22126 -3.02129 0.66782 0.01
H 3.40832 -1.45652 2.40801 0.00
H 3.89746 -1.07341 0.64469 0.00
C 3.07151 -3.45096 -0.92522 0.00
C 0.41647 -2.88652 0.13980 0.01
C 2.46229 -4.29183 1.99224 0.00
H -3.82491 0.61701 -0.04838 0.00
H -5.04989 1.23218 1.08267 0.00
H -4.17059 -0.24798 1.44674 0.00
H -1.86828 3.97261 2.33383 0.00
H -3.67827 3.92685 2.32537 0.00
H -2.71804 3.94569 0.76464 0.00
H -1.54961 1.58690 4.07795 0.00
H -2.22147 -0.01576 3.67482 0.00
H -3.31444 1.25854 4.38488 0.00
H 0.34033 -3.04060 -0.94152 0.00
H -0.22684 -2.01534 0.37219 0.00
H -0.09806 -3.75468 0.58984 0.00
H 2.41615 -5.25423 1.45301 0.00
H 1.71652 -4.23385 2.81321 0.00
H 3.47555 -4.10788 2.39295 0.00
H 3.07415 -4.55040 -0.95171 0.00
H 4.08659 -3.03835 -0.86525 0.00
H 2.54592 -3.03779 -1.79577 0.00
N 1.33427 0.18685 3.45656 0.00
C 0.89170 -0.87875 4.41716 0.00
C 0.38800 -2.08185 3.66474 0.00
O 0.11883 -3.08564 4.32030 0.00
O 0.29812 -1.86343 2.36267 0.01
H 2.33945 0.30367 3.57516 0.00
H 0.93160 1.05588 3.86648 0.00
H 1.75245 -1.21017 5.02529 0.00
H 0.05929 -0.53675 5.07204 0.00
```

- spin multiplicity = 2
- HOMO level (alpha / beta) (eV) = -11.103 / -12.254
- orbital gap (alpha / beta) (eV) = 8.198 / 9.415
- energy relative to the best compared isomer or geometry (same formula, charge and spin) (kJ/mol) = 0.00
- <S²> = 0.754
- DFT total energy (eV) = -67972.9560
- F_max (eV/Å) = 3.47
- molecular weight (g mol⁻¹) = 445.62
- E_LUMO (alpha / beta) (eV) = -2.91 / -2.84
- net charge = +1